Below is 3 unconnected molecules or ions with the total composition C21H41Cl2F3N5O7SSi, with properties calculated with ωB97M-V with the def2-TZVPD basis set.

The spin multiplicity is 1. As for the strongest force on any atom: 5.55 eV Å⁻¹. The charge is +1. The calculation puts the total energy at -96125.9836 eV.

Last column: Mulliken charge in e.
Atoms and positions in Å:
C (-1.106300, 0.053739, -2.779318)  -0.94
C (-1.286581, -0.811523, -4.091716)  0.34
Cl (-1.811625, 0.179492, -5.534849)  -0.11
C (-0.059870, -1.740061, -4.433755)  -0.50
Cl (-0.511782, -2.816256, -5.839333)  -0.06
N (0.400937, -2.614297, -3.323630)  0.65
C (1.786341, -2.961527, -3.440396)  -0.21
C (1.953840, -3.819302, -2.285479)  -0.04
C (3.344610, -4.458472, -2.043231)  -0.98
C (4.493648, -3.392754, -1.806503)  -0.35
O (4.772803, -2.646898, -2.989351)  -0.20
Si (6.460215, -2.555572, -3.337638)  0.42
C (6.748928, -1.211745, -4.665649)  -1.10
C (7.161619, -4.192759, -4.055178)  -0.98
C (7.446767, -2.038979, -1.774401)  -0.97
N (0.735787, -3.927122, -1.602311)  0.22
S (0.506812, -4.906158, -0.190106)  1.25
O (1.360474, -6.058559, -0.186345)  -0.55
O (0.732430, -4.015456, 0.920780)  -0.48
F (-1.031498, -5.450989, -0.157062)  -0.20
C (-0.244422, -3.157511, -2.269511)  -0.96
N (-1.620701, -2.950117, -1.965594)  0.98
C (-2.477358, -4.016332, -2.474271)  0.34
O (-2.163254, -5.124108, -2.699016)  -0.31
F (-3.765445, -3.623804, -2.741512)  -0.23
C (-1.852056, -2.630956, -0.571874)  0.54
O (-1.119747, -1.871570, -0.038483)  -0.31
F (-2.894158, -3.132755, 0.138877)  -0.28
H (-1.916783, -0.197603, -2.036328)  0.13
H (-1.252697, 1.131544, -3.046061)  0.49
H (-0.127965, -0.127094, -2.248486)  0.27
H (-2.159969, -1.499483, -3.900201)  0.07
H (0.789375, -1.075134, -4.737314)  0.44
H (2.497355, -2.638328, -4.227535)  0.49
H (3.633429, -5.030209, -2.970295)  0.37
H (3.393822, -5.187013, -1.196741)  0.43
H (4.213487, -2.744958, -0.925724)  0.25
H (5.387992, -3.993195, -1.453780)  0.36
H (7.522468, -1.546684, -5.414051)  0.32
H (5.786523, -1.091950, -5.241164)  0.28
H (7.041252, -0.217687, -4.236206)  0.32
H (6.737355, -5.015982, -3.415975)  0.28
H (6.844090, -4.317807, -5.129902)  0.29
H (8.287599, -4.198867, -4.049189)  0.36
H (7.441547, -2.918121, -1.066685)  0.29
H (8.498242, -1.744576, -2.023676)  0.34
H (6.932987, -1.175039, -1.260413)  0.29
C (-1.052620, -0.021946, 4.253201)  -1.39
C (-1.762103, 1.317386, 4.431336)  0.33
C (-2.450651, 1.825697, 3.150757)  -0.46
O (-1.561879, 2.370553, 2.182237)  -0.41
C (-0.912617, 1.409596, 1.372917)  -0.59
N (-0.804743, 2.296606, 4.956655)  -0.73
H (-0.100213, 0.075833, 3.729359)  0.27
H (-0.832921, -0.465015, 5.226874)  0.38
H (-1.677408, -0.728358, 3.699953)  0.29
H (-2.545167, 1.169866, 5.182093)  0.41
H (-3.116225, 2.647711, 3.431458)  0.23
H (-3.085802, 1.051574, 2.701208)  0.31
H (-1.551654, 0.546768, 1.163977)  0.21
H (0.019871, 1.089818, 1.842425)  0.23
H (-0.654665, 1.888098, 0.425122)  0.33
H (-1.301252, 3.158756, 5.170937)  0.27
H (-0.186981, 2.559336, 4.190184)  0.33
C (-4.494785, 7.910165, 3.861417)  -1.45
C (-4.284813, 6.644031, 3.036553)  0.38
C (-5.404492, 5.599967, 3.210661)  -0.74
O (-5.345643, 4.871351, 4.429362)  -0.36
C (-5.895277, 5.547167, 5.548903)  -0.71
N (-2.968472, 6.080932, 3.354713)  -0.71
H (-4.254990, 7.766547, 4.915943)  0.27
H (-3.846687, 8.709951, 3.496677)  0.37
H (-5.527360, 8.260497, 3.789408)  0.36
H (-4.282531, 6.942951, 1.982994)  0.41
H (-5.292013, 4.852724, 2.418873)  0.33
H (-6.396667, 6.048367, 3.076220)  0.48
H (-6.754758, 6.164641, 5.275337)  0.32
H (-5.130488, 6.152863, 6.038253)  0.25
H (-6.224396, 4.793412, 6.266036)  0.24
H (-2.790171, 5.295948, 2.730671)  0.22
H (-3.039953, 5.646747, 4.273866)  0.33

Force components x, y, z for each atom (eV/Å):
C -0.28 0.10 -0.08
C -1.00 -0.90 1.01
Cl 0.78 -0.67 1.00
C -1.43 1.25 -0.92
Cl 0.48 0.54 0.99
N 1.07 0.65 -0.84
C -2.41 -2.32 4.43
C 1.92 1.00 -2.78
C 0.37 -0.19 0.27
C -0.38 -0.68 0.77
O 0.72 -0.48 0.63
Si 1.51 0.91 -0.74
C -0.66 -0.06 -0.37
C -0.58 0.09 0.12
C -0.80 -0.39 0.37
N -1.52 0.39 -1.61
S 1.90 -1.28 4.75
O -1.54 1.13 -1.71
O -1.53 -0.57 -2.06
F 2.32 1.60 -0.96
C 1.91 0.09 -0.73
N -0.84 -2.14 0.86
C -2.06 -0.56 -1.13
O 0.70 0.35 0.07
F 2.20 0.46 0.92
C 0.31 1.84 1.74
O 0.04 -0.35 -0.26
F 0.89 -0.17 -2.41
H 0.82 0.23 -0.89
H 0.48 -0.95 0.37
H -0.86 0.37 -0.71
H 0.90 0.77 -0.50
H -0.59 -0.91 0.29
H -0.82 -0.24 0.79
H -0.53 0.55 0.83
H -0.40 0.70 -0.67
H 0.24 -0.32 -1.01
H -0.90 0.54 -0.46
H -0.68 0.34 0.86
H 0.92 0.10 0.42
H -0.29 -0.91 -0.41
H 0.69 0.35 -0.81
H 0.16 -0.01 1.14
H -1.15 -0.02 0.25
H 0.32 0.99 -0.48
H -0.93 -0.36 0.18
H 0.59 -0.83 -0.48
C -0.02 -0.22 0.12
C 0.29 -0.01 -0.26
C -0.16 0.23 0.28
O -0.24 -0.28 -0.10
C 0.17 0.38 0.01
N -0.22 0.14 -0.16
H -0.06 0.08 -0.01
H 0.00 0.09 -0.05
H 0.02 0.02 -0.01
H -0.03 0.11 -0.08
H 0.08 0.03 -0.04
H 0.11 -0.10 -0.05
H 0.01 -0.05 0.12
H -0.02 -0.26 -0.08
H -0.07 0.06 0.04
H 0.05 -0.07 0.15
H 0.04 -0.08 0.12
C -0.02 0.24 -0.06
C -0.07 -0.01 0.41
C 0.13 -0.11 -0.21
O -0.21 0.18 -0.19
C 0.20 -0.26 0.17
N -0.11 -0.29 -0.14
H -0.02 -0.08 -0.06
H 0.00 -0.10 0.02
H 0.03 -0.02 0.02
H -0.02 -0.13 0.00
H 0.04 -0.05 0.08
H 0.01 0.09 0.12
H 0.06 0.05 -0.05
H -0.14 0.18 0.04
H 0.00 -0.03 -0.10
H 0.13 0.11 -0.04
H 0.05 0.16 -0.02